1.
The following is a DFT calculation (ωB97M-V/def2-TZVPD) of C4H7NO2 in the gas phase at a distorted geometry.

ΔE to the lowest compared entry with this formula, charge and spin	59.4	kcal per mole
SMILES string	NC(=O)C[C@H]1CO1
HOMO energy	-9.866	eV
HOMO-LUMO gap	0.3914	Eh

Last column: Löwdin charge in e.
Cartesian coordinates (Å):
N -1.05721 -0.36536 2.25064  0.15
C -0.55607 0.13863 1.08163  -0.53
O -0.20139 1.30447 1.00632  0.05
C -0.56043 -0.63535 -0.22609  -0.08
C 0.00032 0.42506 -1.17219  -0.13
C 1.48504 0.45022 -1.44010  -0.23
O 0.83874 -0.29051 -2.40036  -0.08
H -1.03529 0.32297 2.99543  0.11
H -0.80528 -1.30556 2.51235  0.10
H -1.57918 -1.03832 -0.41252  0.13
H 0.12201 -1.47545 -0.32386  0.12
H -0.80737 1.20441 -1.30786  0.16
H 2.18086 -0.10637 -0.78254  0.12
H 1.97525 1.37117 -1.78083  0.11



2.
The following is a DFT calculation (ωB97M-V/def2-TZVPD) of a molecular structure, C4H7NO2.

ΔE to the lowest compared entry with this formula, charge and spin	100.6	kcal per mole
HOMO energy	-8.370	eV
HOMO-LUMO gap	0.3294	Eh

Last column: Löwdin charge in e.
Cartesian coordinates (Å):
N -0.92164 -2.05078 0.62070  0.17
C -0.22767 -0.93319 0.28843  -0.50
O 0.75005 -0.58585 1.01464  0.01
C -0.66314 -0.05692 -0.81283  0.00
C 0.03651 1.57188 -0.03831  -0.47
C 1.36545 1.00116 0.10807  0.10
O 0.43844 2.57752 -0.74130  -0.08
H -0.84872 -2.43006 1.55430  0.12
H -1.63900 -2.43177 0.02065  0.11
H -1.64402 -0.38867 -1.20183  0.09
H 0.01404 -0.02624 -1.66672  0.09
H -0.55453 1.73077 0.88248  0.14
H 1.78682 0.59828 -0.81291  0.11
H 2.10743 1.42388 0.78463  0.12



3.
The following is a DFT calculation (ωB97M-V/def2-TZVPD) of C4H7NO2 in the gas phase.

ΔE to the lowest compared entry with this formula, charge and spin	34.0	kcal per mole
SMILES string	NC(=O)C[C@H]1CO1
HOMO energy	-10.069	eV
HOMO-LUMO gap	0.4007	Eh

Last column: Löwdin charge in e.
Cartesian coordinates (Å):
N 1.81963 0.70332 1.40648  0.15
C 0.54243 0.57560 0.94364  -0.53
O -0.32348 1.39924 1.17656  0.05
C 0.31549 -0.73728 0.19754  -0.06
C -0.91304 -0.81838 -0.68331  -0.29
C -1.53354 0.33754 -1.32552  -0.11
O -0.72459 -0.56458 -2.06827  -0.04
H 2.07914 1.55090 1.88534  0.11
H 2.55335 0.08489 1.10444  0.10
H 0.23939 -1.50615 0.97398  0.13
H 1.20282 -0.98452 -0.39829  0.13
H -1.54684 -1.68304 -0.49323  0.14
H -1.11375 1.32445 -1.16700  0.11
H -2.59701 0.31801 -1.55236  0.11



4.
The following is a DFT calculation (ωB97M-V/def2-TZVPD) of 2 unconnected molecules or ions with the total composition C4H7NO2.

ΔE to the lowest compared entry with this formula, charge and spin	80.9	kcal per mole
HOMO energy (spin up / spin down)	-7.869 / -7.868	eV
HOMO-LUMO gap (spin up / spin down)	0.2929 / 0.2928	Eh

Last column: Löwdin charge in e.
Cartesian coordinates (Å):
O 2.26979 0.02214 1.29511  0.01
C 0.93052 0.14101 0.93771  -0.31
C 0.54853 1.18354 -0.05753  -0.01
N -0.29196 0.60824 -0.88011  0.04
C -0.50645 -0.74993 -0.71397  -0.05
C 0.37000 -1.16344 0.31840  -0.40
O 0.74999 -2.25538 0.73532  0.03
H 2.39063 -0.94153 1.39269  0.10
H 0.28397 0.33538 1.82083  0.18
H 0.74481 2.24601 -0.07572  0.13
H -2.88350 0.29017 -2.21330  0.03
H -0.78260 1.12790 -1.59997  0.13
H -2.79823 0.37196 -2.94755  0.04
H -1.03816 -1.31431 -1.46380  0.09



5.
The following is a DFT calculation (ωB97M-V/def2-TZVPD) of C4H7NO2 in the gas phase.

ΔE to the lowest compared entry with this formula, charge and spin	55.0	kcal per mole
SMILES string	CC(C)=NC(=O)O
HOMO energy	-9.292	eV
HOMO-LUMO gap	0.3506	Eh

Last column: Löwdin charge in e.
Cartesian coordinates (Å):
C -0.60596 -1.37538 0.60792  -0.01
C -0.88318 1.16637 0.48593  -0.02
C 1.86549 0.12694 -0.70578  -0.52
C 0.00372 -0.03564 0.33901  -0.35
O 0.54627 -0.12448 -1.57427  -0.02
N 1.33769 0.13229 0.48736  0.13
O 2.92427 0.20586 -1.24114  0.10
H 0.35866 0.62327 -2.16453  0.10
H 0.02619 -2.16491 0.20660  0.10
H -1.61222 -1.45081 0.19655  0.09
H -0.66534 -1.49163 1.69512  0.10
H -1.84513 1.02346 -0.00622  0.09
H -1.06531 1.30298 1.55714  0.10
H -0.38515 2.06168 0.11631  0.09



6.
The following is a DFT calculation (ωB97M-V/def2-TZVPD) of a molecular structure, C4H7NO2 at a distorted geometry.

ΔE to the lowest compared entry with this formula, charge and spin	139.6	kcal per mole
HOMO energy	-9.160	eV
HOMO-LUMO gap	0.3536	Eh

Last column: Löwdin charge in e.
Cartesian coordinates (Å):
C -0.26432 0.39311 0.12771  -0.60
C 0.50580 -0.63782 -0.90081  -0.16
C 0.51472 -0.02551 1.20949  -0.03
C -1.77059 0.26159 -0.00745  -0.17
H 0.89304 2.05095 -0.78410  0.29
H -0.19924 -1.70281 -0.70969  0.17
H 0.69379 -0.46703 -1.94709  0.10
H 2.12036 -1.34244 0.08459  0.14
H 0.91228 0.64545 1.85010  0.10
H -0.04514 -0.92492 1.36303  0.12
H -2.28291 1.27216 -0.36295  0.16
N 1.47673 -0.49276 0.06293  -0.08
O -0.14187 1.73495 -0.14658  -0.11
O -2.41266 -0.76491 0.16081  0.04



7.
The following is a DFT calculation (ωB97M-V/def2-TZVPD) of C4H7NO2 in the gas phase.

ΔE to the lowest compared entry with this formula, charge and spin	37.7	kcal per mole
SMILES string	O[C@@H]1CN=COC1
HOMO energy	-9.762	eV
HOMO-LUMO gap	0.3890	Eh

Last column: Löwdin charge in e.
Cartesian coordinates (Å):
O 0.24401 2.04468 0.26227  -0.03
C 0.50803 0.67796 0.51974  -0.35
C -0.72579 -0.04538 1.05090  -0.12
O -1.51562 -0.63792 0.01241  -0.06
C -0.78529 -1.44109 -0.80668  -0.24
N 0.41969 -1.27996 -1.14535  0.06
C 1.07162 -0.04442 -0.72970  -0.15
H -0.41843 2.08511 -0.44113  0.10
H 1.25785 0.68923 1.31812  0.15
H -0.44061 -0.84053 1.75039  0.13
H -1.37788 0.66411 1.56685  0.13
H -1.36672 -2.29007 -1.16891  0.13
H 2.14105 -0.24022 -0.61722  0.11
H 0.98809 0.65849 -1.57170  0.13



8.
The following is a DFT calculation (ωB97M-V/def2-TZVPD) of 2 unconnected molecules or ions with the total composition C4H7NO2 at a distorted geometry.

ΔE to the lowest compared entry with this formula, charge and spin	98.5	kcal per mole
SMILES string	N=C=CO.CC=O
HOMO energy	-8.107	eV
HOMO-LUMO gap	0.3213	Eh

Last column: Löwdin charge in e.
Cartesian coordinates (Å):
C -0.17882 3.21836 -0.02952  -0.16
C 0.54080 -2.25670 0.70116  -0.05
C 0.60235 -0.96756 0.08110  -0.32
C -0.86996 2.13088 -0.30457  -0.24
N 0.63078 4.00804 0.40217  0.15
O -1.04091 1.46344 -1.52081  -0.05
O 0.39460 0.09494 0.62739  0.03
H -0.16337 -2.31786 1.53324  0.10
H 0.27699 -3.02673 -0.02853  0.09
H 1.44042 -2.53972 1.22975  0.09
H 0.49219 -0.87867 -1.02368  0.12
H 1.45698 3.71266 0.80754  0.04
H -1.80611 2.04389 0.34283  0.14
H -0.35959 0.78488 -1.66029  0.06



9.
The following is a DFT calculation (ωB97M-V/def2-TZVPD) of a molecular structure, C4H7NO2.

ΔE to the lowest compared entry with this formula, charge and spin	117.6	kcal per mole
HOMO energy	-9.672	eV
HOMO-LUMO gap	0.3782	Eh

Last column: Löwdin charge in e.
Cartesian coordinates (Å):
O -2.23042 -0.31756 -0.92113  -0.10
C -1.41711 -0.49160 0.10162  -0.33
C -0.05252 -1.19334 -0.06961  -0.08
N 0.70246 0.02232 0.17285  -0.12
C -0.31114 1.04329 0.28683  -0.04
C 2.00232 0.29052 -0.12365  -0.32
O 2.47119 1.40966 -0.13179  0.03
H -1.46308 0.67295 -0.48766  0.16
H -1.84206 -0.56580 1.11771  0.15
H 0.12973 -1.98906 0.66206  0.12
H 0.04181 -1.58147 -1.08961  0.13
H -0.43951 1.47233 1.28309  0.12
H -0.17851 1.85026 -0.45316  0.13
H 2.58683 -0.62252 -0.34754  0.14



10.
The following is a DFT calculation (ωB97M-V/def2-TZVPD) of a molecular structure, C4H7NO2.

ΔE to the lowest compared entry with this formula, charge and spin	129.1	kcal per mole
HOMO energy	-8.816	eV
HOMO-LUMO gap	0.3249	Eh

Last column: Löwdin charge in e.
Cartesian coordinates (Å):
C -1.02453 -0.25224 -0.68941  -0.03
C -0.25453 0.78491 0.94850  -0.36
N -0.89214 1.75069 1.32389  0.24
O 0.47434 -0.12512 1.53002  0.04
C 1.12266 -0.92065 0.53855  -0.10
C 0.87461 -0.10603 -0.74012  -0.43
O 1.13473 1.13038 -0.65539  -0.07
H -1.70262 -0.71044 0.04034  0.07
H -1.46938 0.63068 -1.15222  0.07
H -0.91693 -1.00852 -1.48280  0.07
H -1.38485 2.35274 0.68295  0.10
H 2.18968 -0.94303 0.77361  0.14
H 0.69428 -1.92660 0.54147  0.13
H 1.15469 -0.65678 -1.65939  0.13



11.
The following is a DFT calculation (ωB97M-V/def2-TZVPD) of C4H7NO2 in the gas phase at a distorted geometry.

ΔE to the lowest compared entry with this formula, charge and spin	59.0	kcal per mole
SMILES string	C[C@](O)(C#N)CO
HOMO energy	-10.980	eV
HOMO-LUMO gap	0.4237	Eh

Last column: Löwdin charge in e.
Cartesian coordinates (Å):
C -2.18942 0.05792 -0.08186  -0.13
C -0.25148 -0.69476 -1.33545  -0.02
C 0.09063 0.59391 0.83211  -0.19
C -0.69995 -0.51167 0.09753  -0.55
N -3.28440 0.37930 -0.04524  0.16
O 0.24412 1.86903 0.15768  -0.07
O -0.66589 -1.67579 0.83254  0.03
H -0.96346 -0.13629 -2.00416  0.10
H 0.76711 -0.29313 -1.54724  0.10
H -0.23977 -1.76409 -1.56984  0.10
H -0.41443 0.93996 1.80030  0.16
H 1.12842 0.31874 0.92012  0.12
H -0.34878 1.64819 -0.58942  0.07
H -0.05862 -1.70303 1.58105  0.12



12.
The following is a DFT calculation (ωB97M-V/def2-TZVPD) of C4H7NO2 in the gas phase at a distorted geometry.

ΔE to the lowest compared entry with this formula, charge and spin	112.3	kcal per mole
SMILES string	CC(=C=O)N(C)O
HOMO energy	-8.615	eV
HOMO-LUMO gap	0.3394	Eh

Last column: Löwdin charge in e.
Cartesian coordinates (Å):
C -0.66636 -0.23463 -0.83553  -0.34
C -0.85104 -1.19121 -1.65119  -0.13
C -1.53472 0.98570 -0.76452  -0.02
C 1.43766 -0.99486 0.10927  -0.05
N 0.06040 -0.54576 0.35659  -0.24
O -0.58430 -1.27022 1.41215  -0.05
O -0.64113 -2.04530 -2.43808  0.17
H -2.17780 1.21599 -1.61706  0.09
H -2.13912 0.92903 0.10649  0.06
H -0.73323 1.63619 -0.46822  0.08
H 2.03369 -0.75183 1.07444  0.11
H 1.31061 -2.07281 0.18381  0.08
H 1.86141 -0.56564 -0.81699  0.11
H -1.06728 -0.53517 1.97602  0.16